14
Properties=species:S:1:pos:R:3:forces:R:3 method="wB97M-V/def2-TZVPD" homo_ev=-9.0 total_charge=0
N -0.9764 1.8861 0.7261 -2.31 -0.31 -2.12
C -0.2730 1.2901 -0.4124 -2.75 -2.22 -0.69
C -0.2302 -0.2706 -0.4959 2.07 0.60 -0.75
C 0.8408 -0.9915 0.3704 2.49 1.62 -1.20
S 0.6735 -2.8330 0.2701 0.16 0.60 -1.08
H -0.4285 1.8626 1.5039 2.45 0.39 2.42
H -1.7498 1.3451 1.0766 -0.88 -0.24 -0.61
H 0.6918 1.4759 -0.0714 2.39 1.56 -1.56
H -0.8431 1.4224 -1.4591 1.95 1.30 2.27
H -0.0164 -0.4640 -1.6065 -0.53 -0.32 1.63
H -1.1883 -0.5355 -0.1824 -1.73 -1.27 0.05
H 1.9604 -0.6153 -0.0007 -2.76 -1.21 0.61
H 0.8902 -0.6050 1.4241 -0.62 -0.93 -0.69
H 0.6489 -2.9672 -1.1426 0.06 0.43 1.70

14
Properties=species:S:1:pos:R:3:forces:R:3 method="wB97M-V/def2-TZVPD" homo_ev=-8.7 total_charge=0
C 1.8284 -1.5833 -0.6987 0.02 -0.11 1.36
N 1.5876 -1.8289 0.5293 0.02 -0.46 -0.72
H 1.4993 -2.2761 -1.4740 0.32 0.36 -0.35
H 2.3813 -0.6618 -0.8588 -0.15 -0.08 -0.80
H 1.1237 -2.7390 0.5696 -0.16 0.13 0.38
C -1.6339 0.4026 0.1458 -1.29 -0.10 -0.36
C -1.0350 1.7990 0.0766 1.22 -1.48 1.35
S 0.8202 1.6229 0.3826 0.95 1.51 -0.40
H -1.4450 -0.0855 -0.8137 0.26 -0.41 0.40
H -1.2985 -0.1574 1.0180 0.62 -0.05 -0.31
H -2.7258 0.3332 0.2919 0.12 0.69 -0.34
H -1.0576 2.2899 -0.8900 -0.29 -0.08 -0.01
H -1.3715 2.4443 0.8833 -0.13 0.09 -0.18
H 1.3267 0.4401 0.8382 -1.51 -0.01 -0.03

14
Properties=species:S:1:pos:R:3:forces:R:3 method="wB97M-V/def2-TZVPD" spin_multiplicity=2 homo_ev="-14.4 / -13.8" total_charge=+1
C 2.3964 0.1364 0.4382 -0.50 0.65 -0.96
S 1.0442 -0.9414 -0.1278 0.03 0.12 0.17
H 3.0688 0.2606 -0.4089 0.09 -0.21 0.04
H 2.9521 -0.1550 1.3219 -0.34 -0.32 0.15
H 1.9065 1.1046 0.5423 0.34 0.15 0.34
C -1.8141 -0.1970 -1.1808 -1.30 -0.09 -0.84
C -0.3459 -0.3176 0.9067 -0.07 0.08 0.23
N -1.3563 0.3172 0.0686 1.79 -0.19 -0.25
H -1.7651 -1.2726 -1.3268 0.50 -0.01 0.42
H -2.8813 0.0402 -1.3043 0.13 0.23 0.16
H -1.3006 0.3434 -1.9837 -0.02 -0.23 -0.03
H -0.7420 -1.1262 1.5107 -0.22 0.01 -0.05
H 0.0916 0.4781 1.5007 -0.20 -0.22 0.49
H -1.2541 1.3291 0.0433 -0.25 0.03 0.14

15
Properties=species:S:1:pos:R:3:forces:R:3 method="wB97M-V/def2-TZVPD" spin_multiplicity=2 homo_ev="-1.1 / -2.5" total_charge=-1
N -0.3380 -0.3514 -1.6098 -0.82 -0.23 -0.37
C 0.1703 -0.7888 -0.3132 1.45 -0.11 0.53
C -0.7271 -1.8729 0.3019 -0.52 0.16 -1.47
C 0.3045 0.3661 0.6936 -0.50 1.60 -0.99
S 1.0018 1.9410 -0.0370 0.66 -1.87 -1.02
S 0.6075 3.9245 1.3195 -0.45 1.41 1.13
H -1.0992 -0.9398 -1.9337 0.03 0.05 0.19
H 0.3548 -0.3869 -2.3463 0.14 0.27 0.32
H 1.1935 -1.1458 -0.4886 -0.08 -0.35 0.21
H -1.1298 -2.4598 -0.5363 0.28 -0.40 0.22
H -0.2988 -2.5504 1.0375 0.10 0.34 0.12
H -1.6101 -1.3494 0.6554 -0.13 -0.08 0.64
H -0.7249 0.6497 0.9138 -0.13 -0.05 0.51
H 0.8583 0.1483 1.6027 -0.07 -0.48 0.01
H 1.4373 4.8155 0.7405 0.04 -0.25 -0.04

15
Properties=species:S:1:pos:R:3:forces:R:3 method="wB97M-V/def2-TZVPD" homo_ev=-9.2 total_charge=0
S -0.5861 4.0988 -0.2561 -0.16 -0.82 0.21
S 0.0711 -2.7216 1.4444 3.72 -0.73 -2.38
C -0.4044 -1.6845 0.0744 -0.21 1.72 -1.40
C 0.6114 -0.5495 -0.4071 -0.57 -1.30 2.17
C 0.2470 0.9276 -0.2497 0.13 1.38 -2.28
N -0.7064 1.4166 0.7360 -0.68 1.14 0.08
H 1.6019 -3.1159 0.4066 -3.14 0.55 2.58
H -0.5521 -2.3014 -0.8054 -0.42 -0.22 0.13
H -1.3411 -1.1796 0.3074 -0.25 -0.33 0.21
H 1.4584 -0.7827 0.2395 0.44 0.34 -0.42
H 0.8369 -0.7609 -1.4449 0.26 0.18 -0.10
H 1.1460 1.5205 -0.1506 0.51 -0.17 0.68
H -0.0403 1.3441 -1.2354 -0.30 -0.73 0.10
H -0.6697 2.4551 0.8985 0.80 -0.37 0.62
H -1.6727 1.3333 0.4424 -0.14 -0.64 -0.21

15
Properties=species:S:1:pos:R:3:forces:R:3 method="wB97M-V/def2-TZVPD" homo_ev=-8.0 total_charge=0
C 2.8027 -1.3466 0.8882 0.76 0.14 -0.17
C 3.5428 -2.4353 1.1174 -0.59 -0.45 -1.29
N 3.0786 -3.7303 1.1888 -0.06 0.29 0.37
H 1.7632 -1.3357 0.5964 -0.17 -0.13 0.45
H 3.3730 -0.4380 0.7824 -0.22 0.27 -0.01
H 4.6121 -2.3723 0.9929 0.29 0.12 0.71
H 2.0937 -3.8892 1.0788 0.07 -0.19 -0.03
H 3.7104 -4.5004 1.1040 -0.07 -0.06 -0.03
C -4.3602 3.5150 -1.1569 -0.06 -0.13 0.12
S -3.0280 2.8917 -0.1068 0.07 -0.01 -0.19
S -2.4636 1.2266 -1.2060 0.02 -0.05 0.22
H -4.8469 4.2864 -0.5663 -0.15 0.02 0.05
H -4.0805 3.9289 -2.1177 0.47 0.05 -0.05
H -5.0426 2.6937 -1.3285 -0.34 -0.01 0.01
H -1.1547 1.5056 -1.2667 -0.01 0.12 -0.16

15
Properties=species:S:1:pos:R:3:forces:R:3 method="wB97M-V/def2-TZVPD" homo_ev=-8.1 total_charge=0
C -1.2596 -1.2201 1.6017 0.06 0.13 0.21
C -0.3078 -1.9839 1.0482 -0.50 -0.36 -0.84
N -0.1937 -3.3401 1.2959 -0.39 0.10 0.09
H -2.1565 -1.6540 2.0228 0.31 -0.19 0.64
H -1.1755 -0.1453 1.6686 -0.12 0.07 -0.61
H 0.2762 -1.6418 0.1966 0.54 0.40 0.54
H -0.2399 -3.6066 2.2614 -0.11 -0.26 -0.07
H 0.3381 -3.9314 0.6863 0.18 0.12 0.07
C 0.8997 1.6786 0.8172 0.48 1.22 -0.21
S 1.1511 0.9516 -0.8245 -0.84 0.01 0.02
S -0.7238 1.3750 -1.6798 0.38 0.11 0.06
H 1.6026 2.5095 0.9139 0.26 -0.29 0.23
H 1.0448 0.9402 1.5818 0.12 -0.34 0.32
H -0.0542 2.1814 0.9632 -0.27 -0.42 -0.34
H -1.4212 1.0897 -0.5722 -0.12 -0.30 -0.10

15
Properties=species:S:1:pos:R:3:forces:R:3 method="wB97M-V/def2-TZVPD" homo_ev=-8.6 total_charge=0
C -1.5788 -0.7081 -0.3345 -0.99 0.66 -0.61
C -0.0665 -0.6696 -0.3743 0.09 0.48 -0.58
N 0.3479 -0.5952 -1.7910 -0.26 -0.02 0.23
C 0.4511 0.5964 0.3329 0.10 0.10 0.43
S 1.4505 0.0422 1.7405 0.28 0.35 0.18
S 2.0525 1.8740 2.5553 -0.09 -0.37 -0.43
H -2.0305 -1.3959 -1.0560 0.31 -0.34 0.25
H -2.0434 -0.8421 0.6359 0.31 -0.39 0.34
H -1.9744 0.2622 -0.6675 0.33 -0.02 -0.04
H 0.3741 -1.5648 0.0816 -0.15 0.05 0.28
H 0.2037 -1.5064 -2.2085 0.08 0.04 -0.20
H 1.3302 -0.3636 -1.8726 0.04 -0.13 0.05
H 1.0000 1.2539 -0.3464 0.17 -0.25 0.07
H -0.3382 1.2143 0.7728 -0.17 -0.26 -0.25
H 0.8218 2.4026 2.5317 -0.08 0.09 0.27

15
Properties=species:S:1:pos:R:3:forces:R:3 method="wB97M-V/def2-TZVPD" homo_ev=-8.1 total_charge=0
C 2.0467 1.7292 1.7013 -1.94 -2.27 1.01
S 0.4446 0.8672 0.9478 0.65 1.97 0.94
S 1.2709 -0.5215 -0.2766 -0.21 -1.09 -1.18
C -0.0432 -0.6970 -1.5898 -2.12 2.29 0.56
C -1.5355 -0.5564 -1.0107 2.08 -2.83 0.53
N -1.8803 -1.5788 0.0786 -0.94 2.88 -0.17
H 2.2882 2.7705 1.7151 -0.16 0.71 -1.48
H 1.7866 1.5857 2.7643 0.47 -0.47 -0.34
H 2.7898 1.0079 1.3761 0.47 0.53 0.24
H 0.0543 -1.6008 -2.1553 0.52 -0.68 0.09
H -0.0369 0.1642 -2.3011 0.62 -0.63 0.40
H -2.2424 -0.7350 -1.7650 -0.62 -0.62 -1.59
H -1.6805 0.4703 -0.8533 -0.11 1.41 1.43
H -1.0480 -1.9024 0.4946 1.61 -0.70 0.15
H -2.2144 -1.0034 0.8739 -0.32 -0.51 -0.58

15
Properties=species:S:1:pos:R:3:forces:R:3 method="wB97M-V/def2-TZVPD" spin_multiplicity=2 homo_ev="-14.1 / -14.0" total_charge=+1
N -0.9701 -0.3857 -1.3340 0.64 -0.11 0.97
C -0.4004 0.5009 -0.3174 -0.03 -0.13 -0.06
C -1.3873 0.9152 0.7450 -1.62 0.36 0.25
C 0.7946 -0.1659 0.3422 1.01 -0.41 -0.74
S 1.8974 -0.6403 -1.1008 0.83 -0.12 1.26
S 3.5511 -1.4225 -0.1094 -1.15 0.63 -1.32
H -1.2412 0.1502 -2.1307 -0.41 0.10 -0.55
H -1.7701 -0.8649 -0.9389 -0.04 -0.22 -0.34
H -0.0580 1.3880 -0.8634 0.17 0.00 0.34
H -1.0325 1.5444 1.5606 0.37 0.06 -0.24
H -1.9377 0.0957 1.2257 0.55 -0.33 -0.16
H -2.2014 1.4505 0.2426 0.23 0.24 0.09
H 0.6287 -1.1136 0.8593 -0.55 0.12 -0.02
H 1.3590 0.4969 0.9993 0.09 0.02 -0.15
H 2.7679 -1.9489 0.8199 -0.08 -0.21 0.68

13
Properties=species:S:1:pos:R:3:forces:R:3 method="wB97M-V/def2-TZVPD" homo_ev=-2.1 total_charge=-1
C 0.1641 -2.8541 -0.4007 1.32 0.77 -0.91
H 0.6319 -1.9043 -0.0888 -0.45 -0.38 0.10
H -0.6772 -2.6142 -0.9783 -1.37 0.89 -0.87
H -0.2728 -3.3599 0.4347 0.55 -0.85 0.55
H 0.8061 -3.3547 -1.1575 -0.08 -0.50 1.10
C 0.2325 0.8342 -0.0521 0.38 -1.41 -0.67
O -0.3458 -0.0310 0.8523 0.62 1.66 -0.62
C -0.1138 2.3230 -0.1207 -1.59 1.12 -0.28
H 0.0277 0.5645 -1.1106 -0.26 -0.68 -0.32
H 1.3655 0.8218 -0.1093 -0.14 -0.15 0.59
H 0.6616 3.0136 0.1516 0.87 0.30 -0.03
H -0.8947 2.5785 0.5716 -0.64 -0.19 0.74
H -0.5781 2.6836 -1.0915 0.80 -0.57 0.61

13
Properties=species:S:1:pos:R:3:forces:R:3 method="wB97M-V/def2-TZVPD" homo_ev=-2.3 total_charge=-1
O -1.8023 1.6315 1.6345 -0.19 -0.21 -0.09
H -2.3661 0.9542 1.2273 -0.01 0.24 0.22
C 1.4470 0.5160 -0.3904 -0.07 -1.20 0.51
C -0.0696 0.2237 -0.3737 0.30 0.16 -0.10
C -0.3468 -1.2551 0.0023 -0.52 0.37 -1.05
H 1.9076 -0.1727 -1.1166 0.12 0.21 0.00
H 1.8087 1.5202 -0.6034 -0.45 0.19 -0.04
H 1.8537 0.2111 0.5845 0.07 0.24 -0.08
H -0.6458 0.8839 0.3196 0.34 -0.02 -0.20
H -0.4154 0.3709 -1.3983 -0.24 0.19 -0.06
H -1.0179 -1.6896 -0.7545 0.14 -0.01 0.02
H -0.9234 -1.3472 0.9218 0.57 0.01 0.36
H 0.5704 -1.8469 -0.0530 -0.06 -0.15 0.49

13
Properties=species:S:1:pos:R:3:forces:R:3 method="wB97M-V/def2-TZVPD" homo_ev=-2.2 total_charge=-1
O -1.2208 -1.4332 2.7727 0.00 0.20 -0.27
H -1.8338 -0.7682 2.4249 0.05 -0.13 0.13
C 1.2221 -0.4753 -1.0912 -0.19 0.23 1.21
C -0.1454 -0.2702 -0.2869 0.62 -1.20 -2.99
C -0.3076 1.2326 -0.0585 -2.54 -0.95 2.05
H 1.1638 -0.1187 -2.1377 -0.46 -0.73 0.24
H 1.5615 -1.5259 -0.9720 -0.03 0.65 -0.51
H 2.0092 0.2103 -0.7209 -0.19 -0.50 0.42
H -0.2504 -0.7754 0.6831 0.58 0.02 0.08
H -0.8804 -0.9187 -0.9583 0.69 2.05 1.21
H -0.3888 1.9783 -0.8097 0.80 0.24 -1.39
H -1.3127 1.3689 0.4085 0.51 -0.13 0.14
H 0.3833 1.4954 0.7460 0.16 0.25 -0.32

15
Properties=species:S:1:pos:R:3:forces:R:3 method="wB97M-V/def2-TZVPD" homo_ev=-9.1 total_charge=0
C 0.7026 1.4361 0.9127 3.79 -0.35 -4.98
C 1.0086 -1.3325 -0.9262 -0.55 2.76 -1.47
C -1.8755 0.1108 -0.2236 2.13 1.66 -0.82
O -0.4605 2.3130 -1.0958 -0.88 0.13 -0.09
O -0.0789 1.2755 -2.1001 0.81 -1.05 0.62
P -0.1422 0.7281 -0.5470 -0.30 -1.27 -1.17
H -0.0102 1.6027 1.5632 -3.43 1.03 3.59
H 1.4808 0.7855 1.2123 0.67 -0.56 0.80
H 2.0305 -0.9200 -1.1516 -0.96 -0.60 0.28
H 1.0297 -2.1770 -0.2701 -0.02 0.08 1.23
H 0.5810 -1.7758 -1.8503 0.16 0.79 0.23
H -1.6577 -0.8575 0.1427 -0.70 -0.95 0.95
H -2.4388 0.8757 0.3234 0.09 -0.70 0.18
H -2.2163 0.0459 -1.2437 -0.48 -0.13 -0.31
H 1.1260 2.3721 0.4547 -0.33 -0.84 0.94

16
Properties=species:S:1:pos:R:3:forces:R:3 method="wB97M-V/def2-TZVPD" homo_ev=-9.5 total_charge=0
C 1.0050 -1.8085 0.9610 0.76 3.55 2.33
P 1.4349 -0.4917 -0.2380 -1.55 0.57 0.05
C 0.8712 0.9064 0.8263 0.69 0.33 0.93
S -0.7869 -0.3437 -0.8379 -2.48 -3.18 4.15
C -1.1809 1.2478 -1.5301 -0.27 -0.27 -0.17
O -1.6335 -0.6428 0.8518 2.28 1.66 -5.54
O -1.2190 -1.3351 -1.8157 0.25 0.24 0.14
H 1.1485 -2.7558 0.5719 -0.02 -1.92 -0.55
H -0.0303 -1.4067 1.1839 0.42 -1.46 0.31
H 1.6512 -1.6032 1.9231 -1.07 -0.55 -1.86
H 1.6973 1.1734 1.4764 0.03 -0.46 0.85
H -0.1175 0.7583 1.3212 1.03 -0.23 0.01
H 0.8272 1.8338 0.3169 -0.25 0.85 -1.17
H -0.2621 1.8153 -1.5220 -0.02 0.51 0.21
H -1.4104 1.0084 -2.5975 -0.29 0.27 1.05
H -1.9947 1.6440 -0.8913 0.47 0.08 -0.75

15
Properties=species:S:1:pos:R:3:forces:R:3 method="wB97M-V/def2-TZVPD" homo_ev=-3.4 total_charge=-1
C 0.7723 0.5376 -1.0494 0.03 -0.47 0.17
O -0.3636 0.0354 -1.5927 -0.10 -0.04 -0.22
C 1.0916 -0.0851 0.3461 0.13 -0.62 0.65
C -0.1365 -0.7937 0.9200 0.20 0.98 1.05
S 0.1591 -1.4282 2.6394 0.00 -0.35 -0.34
H 0.7203 1.6324 -0.8784 0.16 0.19 -0.18
H 1.6696 0.3094 -1.6779 -0.06 0.45 0.05
H 1.8800 -0.8532 0.3239 -0.06 0.00 -0.41
H 1.4925 0.6220 1.0837 -0.25 0.25 -0.14
H -0.4835 -1.5294 0.2210 -0.29 -0.41 -0.01
H -0.9622 -0.1110 1.1601 0.15 -0.02 -0.60
H 0.6227 -2.6599 2.3713 0.05 0.11 -0.06
H -2.3664 1.9452 -0.7148 -0.13 -0.14 -0.28
H -1.6016 0.9214 -1.6121 -0.19 -0.14 0.05
O -2.4942 1.4571 -1.5402 0.35 0.21 0.29

15
Properties=species:S:1:pos:R:3:forces:R:3 method="wB97M-V/def2-TZVPD" homo_ev=-3.3 total_charge=-1
C 0.5436 -0.9179 0.9952 -1.18 1.33 0.55
O -0.6706 -0.3964 1.4107 1.09 0.30 0.08
C 1.2295 -0.2750 -0.2212 -0.14 2.22 0.53
C 0.1938 0.7675 -0.7571 0.91 0.06 -0.91
S 0.8855 2.1505 -1.9045 -0.27 -1.57 0.54
H 0.3956 -1.9210 0.8252 -0.45 -2.97 -1.25
H 1.3702 -1.0108 1.6667 0.62 0.56 1.92
H 2.2046 0.2427 0.0985 -1.35 -0.58 -0.64
H 1.4503 -1.1236 -0.8452 0.26 0.19 -1.07
H -0.2848 1.3232 0.0337 0.44 0.12 0.58
H -0.6761 0.2622 -1.1749 0.29 0.05 -0.68
H 1.6743 1.3303 -2.6328 -0.16 0.26 0.06
H -3.2543 0.0747 1.4457 0.53 -0.38 -1.46
H -2.0121 -0.3612 0.5611 -1.26 0.41 0.82
O -3.0495 -0.1452 0.4989 0.67 0.00 0.93

| no. | energy (eV) |
| --- | --- |
| 1 | -15580.319 |
| 2 | -15580.604 |
| 3 | -15573.291 |
| 4 | -26416.978 |
| 5 | -26411.230 |
| 6 | -26416.512 |
| 7 | -26416.177 |
| 8 | -26417.363 |
| 9 | -26416.077 |
| 10 | -26409.311 |
| 11 | -5303.070 |
| 12 | -5303.583 |
| 13 | -5303.077 |
| 14 | -16636.121 |
| 15 | -27471.632 |
| 16 | -18187.402 |
| 17 | -18186.604 |